Entry 1
{"formula": "C4H13N3", "method": "wB97M-V/def2-TZVPD", "gap_ev": 8.70, "e_homo_ev": -18.909, "charge": 2, "smiles": "C=[NH+]C[NH2+]NCC", "lumo_ha": -0.37523, "elements": ["C", "N", "C", "N", "N", "C", "C", "H", "H", "H", "H", "H", "H", "H", "H", "H", "H", "H", "H", "H"], "coordinates": [[2.102, 1.551, 0.438], [1.393, 2.043, -0.552], [0.031, 1.807, -0.723], [-0.316, 0.409, -1.309], [0.015, -0.720, -0.481], [-1.027, -0.992, 0.437], [-0.732, -2.226, 1.351], [3.081, 1.801, 0.421], [1.799, 0.663, 1.098], [1.830, 2.725, -1.282], [-0.538, 1.844, 0.215], [-0.375, 2.683, -1.238], [-1.348, 0.394, -1.472], [0.283, 0.345, -2.185], [0.181, -1.533, -1.183], [-1.180, -0.228, 1.184], [-1.888, -1.160, -0.231], [-0.864, -3.188, 0.747], [0.205, -2.008, 1.783], [-1.570, -1.966, 2.019]]}

---

Entry 2
{"formula": "C4H13N3", "method": "wB97M-V/def2-TZVPD", "gap_ev": 7.68, "e_homo_ev": -15.032, "charge": 2, "lumo_ha": -0.27021, "elements": ["C", "C", "C", "C", "N", "N", "N", "H", "H", "H", "H", "H", "H", "H", "H", "H", "H", "H", "H", "H"], "coordinates": [[3.760, 0.646, -0.647], [3.397, 1.346, 0.360], [4.044, -2.135, -0.023], [-8.995, -0.091, 0.593], [-9.247, 0.211, -0.578], [5.011, -1.085, -0.250], [2.777, 2.540, 0.435], [3.825, 0.633, -1.689], [3.555, 0.849, 1.347], [4.550, -3.162, 0.150], [3.437, -1.980, 0.915], [3.468, -2.192, -0.959], [-9.351, 0.462, 1.406], [-8.708, -1.113, 0.881], [-9.402, 1.090, -1.034], [-8.756, -0.383, -1.249], [5.362, -0.907, -1.169], [5.483, -0.756, 0.686], [2.566, 2.941, -0.435], [3.223, 3.086, 1.258]]}

---

Which of them is the most stable? Correct choice: entry 2.

---

Entry 1
{"formula": "C4H13N3", "method": "wB97M-V/def2-TZVPD", "gap_ev": 10.50, "e_homo_ev": -17.477, "charge": 2, "smiles": "N/C=C(\\[NH3+])CC[NH3+]", "lumo_ha": -0.25646, "elements": ["N", "C", "C", "N", "C", "C", "N", "H", "H", "H", "H", "H", "H", "H", "H", "H", "H", "H", "H", "H"], "coordinates": [[-2.832, 1.327, 0.366], [-1.852, 0.646, -0.255], [-0.523, 0.576, 0.130], [-0.513, 1.053, 1.568], [0.898, 0.229, -0.371], [0.965, -1.237, -0.967], [2.387, -1.843, -0.725], [-3.578, 0.811, 0.881], [-3.265, 2.206, -0.066], [-2.219, 0.206, -1.213], [-1.466, 1.328, 1.622], [-0.080, 0.708, 2.432], [0.043, 1.885, 1.615], [1.230, 1.047, -1.088], [1.609, 0.204, 0.553], [0.818, -1.364, -2.137], [0.261, -1.815, -0.387], [2.375, -2.886, -0.874], [2.691, -1.765, 0.267], [3.050, -1.318, -1.350]]}

---

Entry 2
{"formula": "C4H13N3", "method": "wB97M-V/def2-TZVPD", "gap_ev": 10.29, "e_homo_ev": -16.793, "charge": 2, "smiles": "N/C(=C\\[NH3+])CC[NH3+]", "lumo_ha": -0.23895, "elements": ["N", "C", "C", "N", "C", "C", "N", "H", "H", "H", "H", "H", "H", "H", "H", "H", "H", "H", "H", "H"], "coordinates": [[-1.215, 1.767, 0.047], [-0.736, 0.487, 0.112], [-1.523, -0.612, 0.062], [-2.975, -0.412, -0.001], [0.737, 0.376, 0.356], [1.481, -0.800, -0.257], [3.000, -0.480, -0.217], [-2.025, 2.123, 0.537], [-0.563, 2.513, -0.145], [-1.102, -1.596, -0.001], [-3.226, 0.435, -0.509], [-3.422, -1.206, -0.464], [-3.337, -0.371, 0.960], [1.200, 1.263, -0.096], [0.901, 0.543, 1.424], [1.480, -1.780, 0.218], [1.221, -0.956, -1.299], [3.310, -0.013, 0.634], [3.293, 0.083, -1.011], [3.499, -1.364, -0.350]]}

---

Which of them is the most stable? Correct choice: entry 2.

---

Entry 1
{"formula": "C9H28ClO9", "method": "wB97M-V/def2-TZVPD", "gap_ev": 9.30, "e_homo_ev": -6.446, "charge": -1, "lumo_ha": 0.10504, "elements": ["Cl", "O", "O", "O", "O", "C", "C", "C", "O", "H", "H", "H", "H", "H", "H", "H", "H", "C", "C", "C", "O", "H", "H", "H", "H", "H", "H", "H", "H", "C", "O", "H", "H", "H", "H", "C", "O", "H", "H", "H", "H", "C", "O", "H", "H", "H", "H"], "coordinates": [[-0.267, -0.483, -0.873], [0.025, 0.926, -0.805], [-1.676, -0.655, -0.996], [0.384, -1.077, -2.032], [0.250, -1.220, 0.272], [-0.274, 0.843, 4.765], [0.412, 1.782, 3.816], [1.253, 1.205, 2.712], [-0.727, 2.481, 3.162], [0.560, 0.308, 5.255], [-0.787, 0.033, 4.247], [-0.912, 1.297, 5.514], [0.921, 2.666, 4.227], [1.627, 2.050, 2.125], [0.693, 0.491, 2.109], [2.195, 0.744, 3.035], [-0.377, 3.091, 2.494], [2.655, -3.876, 0.403], [1.687, -4.585, -0.515], [0.295, -4.824, 0.090], [1.588, -3.899, -1.753], [3.662, -4.191, 0.105], [2.656, -4.254, 1.436], [2.532, -2.798, 0.475], [2.105, -5.578, -0.724], [-0.342, -5.345, -0.628], [-0.170, -3.845, 0.252], [0.301, -5.355, 1.041], [1.198, -3.036, -1.521], [-4.287, 1.562, -1.459], [-4.409, 1.914, -0.087], [-4.565, 0.518, -1.655], [-4.981, 2.095, -2.124], [-3.265, 1.705, -1.797], [-5.340, 2.136, 0.020], [-0.153, 4.106, -0.182], [-0.994, 4.337, 0.949], [0.253, 5.049, -0.556], [0.672, 3.459, 0.116], [-0.678, 3.511, -0.934], [-1.619, 5.025, 0.713], [1.558, 0.013, -5.111], [0.871, 1.058, -5.808], [1.193, -0.996, -5.318], [2.637, 0.027, -5.257], [1.363, 0.153, -4.044], [0.277, 1.432, -5.156]]}

---

Entry 2
{"formula": "C9H28ClO9", "method": "wB97M-V/def2-TZVPD", "gap_ev": 9.63, "e_homo_ev": -6.740, "charge": -1, "lumo_ha": 0.10614, "elements": ["Cl", "O", "O", "O", "O", "C", "C", "O", "H", "H", "H", "H", "H", "H", "C", "C", "O", "H", "H", "H", "H", "H", "H", "C", "C", "O", "H", "H", "H", "H", "H", "H", "C", "C", "O", "H", "H", "H", "H", "H", "H", "C", "O", "H", "H", "H", "H"], "coordinates": [[0.521, 0.000, 0.047], [1.875, 0.445, -0.089], [0.394, -0.962, 1.107], [-0.313, 1.093, 0.343], [0.152, -0.621, -1.185], [-3.045, -0.113, -2.892], [-4.005, 0.442, -1.799], [-5.208, -0.216, -1.740], [-2.877, -1.189, -2.932], [-2.017, 0.243, -2.814], [-3.468, 0.002, -3.890], [-4.223, 1.464, -2.110], [-3.614, 0.471, -0.782], [-5.547, 0.124, -0.909], [-3.706, -3.850, -0.530], [-2.680, -2.750, -0.179], [-1.537, -3.396, 0.331], [-4.082, -4.390, 0.340], [-3.313, -4.481, -1.328], [-4.605, -3.308, -0.823], [-3.004, -2.027, 0.570], [-2.414, -2.263, -1.117], [-0.887, -2.709, 0.494], [3.945, 3.966, 0.709], [2.898, 3.862, -0.411], [3.445, 3.036, -1.364], [4.852, 4.528, 0.485], [4.250, 2.978, 1.052], [3.493, 4.390, 1.606], [2.528, 4.798, -0.829], [2.090, 3.263, 0.008], [3.932, 2.419, -0.813], [3.064, -1.638, 3.888], [2.118, -1.621, 5.041], [2.849, -1.747, 6.250], [2.586, -1.635, 2.908], [3.663, -2.546, 3.966], [3.751, -0.795, 3.972], [1.322, -2.365, 5.012], [1.637, -0.646, 5.122], [3.048, -2.681, 6.349], [0.182, 1.826, -3.804], [1.243, 1.952, -2.922], [0.266, 2.390, -4.733], [0.140, 0.760, -4.029], [-0.766, 2.152, -3.376], [1.067, 1.346, -2.199]]}

---

Which of them is the most stable? Correct choice: entry 1.

---

Entry 1
{"formula": "C4H13NO", "method": "wB97M-V/def2-TZVPD", "gap_ev": 9.42, "e_homo_ev": -8.609, "smiles": "CNC(C)C.O", "lumo_ha": 0.02979, "elements": ["C", "N", "C", "C", "C", "H", "H", "H", "H", "H", "H", "H", "H", "H", "H", "H", "O", "H", "H"], "coordinates": [[0.963, 0.199, 2.550], [1.682, -0.065, 1.312], [0.873, -0.093, 0.077], [-0.238, -1.134, 0.110], [0.265, 1.304, -0.134], [0.221, -0.561, 2.827], [1.701, 0.111, 3.356], [0.638, 1.232, 2.521], [2.187, -0.941, 1.384], [1.572, -0.304, -0.730], [-0.589, -1.348, -0.868], [0.131, -2.110, 0.467], [-1.019, -0.913, 0.830], [0.023, 1.420, -1.185], [-0.656, 1.414, 0.436], [1.009, 2.049, 0.131], [-2.968, -0.441, -4.338], [-2.349, -0.023, -4.928], [-3.446, 0.205, -3.818]]}

---

Entry 2
{"formula": "C4H13NO", "method": "wB97M-V/def2-TZVPD", "gap_ev": 9.40, "e_homo_ev": -8.479, "smiles": "CC[C@H](C)N.O", "lumo_ha": 0.03367, "elements": ["C", "C", "C", "C", "N", "H", "H", "H", "H", "H", "H", "H", "H", "H", "H", "H", "O", "H", "H"], "coordinates": [[2.376, -0.791, 1.319], [1.935, 0.210, 0.205], [0.493, -0.057, -0.227], [0.127, 0.300, -1.683], [-0.536, 0.615, 0.637], [2.590, -0.101, 2.138], [1.652, -1.530, 1.653], [3.253, -1.398, 1.068], [2.479, 0.054, -0.733], [2.077, 1.180, 0.663], [0.168, -1.104, -0.099], [-0.672, 1.054, -1.730], [0.902, 0.683, -2.335], [-0.295, -0.563, -2.210], [-0.125, 0.959, 1.495], [-1.439, 0.188, 0.744], [-4.655, -0.035, -0.174], [-4.801, 0.718, -0.733], [-5.530, -0.382, 0.003]]}

---

Which of them is the most stable? Correct choice: entry 1.

---

Entry 1
{"formula": "C4H13NO", "method": "wB97M-V/def2-TZVPD", "gap_ev": 9.45, "e_homo_ev": -8.598, "smiles": "CCNCC.O", "lumo_ha": 0.03142, "elements": ["C", "C", "N", "C", "C", "H", "H", "H", "H", "H", "H", "H", "H", "H", "H", "H", "O", "H", "H"], "coordinates": [[0.192, 2.101, 1.813], [0.460, 0.823, 1.064], [-0.257, 0.752, -0.231], [-1.724, 0.819, -0.080], [-2.512, -0.260, -0.796], [0.787, 2.916, 1.422], [-0.818, 2.476, 1.703], [0.335, 2.042, 2.892], [0.215, -0.079, 1.638], [1.512, 0.702, 0.844], [-0.036, -0.155, -0.615], [-1.998, 1.857, -0.268], [-1.962, 0.684, 0.982], [-2.118, -1.262, -0.632], [-2.541, -0.088, -1.859], [-3.534, -0.199, -0.423], [3.226, -3.391, -1.417], [3.148, -2.924, -2.253], [3.386, -4.316, -1.637]]}

---

Entry 2
{"formula": "C4H13NO", "method": "wB97M-V/def2-TZVPD", "gap_ev": 6.47, "e_homo_ev": -8.287, "lumo_ha": -0.06661, "elements": ["C", "C", "N", "C", "C", "H", "H", "H", "H", "H", "H", "H", "H", "H", "H", "H", "H", "H", "O"], "coordinates": [[-0.131, -1.907, -1.070], [0.713, -0.671, -1.317], [0.603, 0.465, -0.392], [0.453, 0.336, 1.068], [0.322, 1.703, 1.740], [0.181, -2.650, -1.988], [0.191, -2.604, -0.224], [-1.141, -1.477, -0.992], [0.424, -0.124, -2.285], [1.868, -0.953, -1.460], [-1.114, -1.017, 1.541], [1.298, -0.199, 1.578], [-0.591, -0.249, 1.272], [-0.634, 2.032, 1.546], [1.015, 2.377, 1.172], [0.493, 1.529, 2.778], [-1.882, 1.590, -1.476], [-0.393, 0.903, -0.692], [-1.675, 0.915, -0.799]]}

---

Which of them is the most stable? Correct choice: entry 1.